C23H44Cl3N4O3SSiV | ωB97M-V/def2-TZVPD

## Properties
Charge: -1
HOMO-LUMO gap (spin up / spin down): 5.8527 / 6.0996 eV
Electronic energy: -118641.275 eV
Spin multiplicity: 4
HOMO (spin up / spin down): -3.30 / -3.55 eV
LUMO (spin up / spin down): 0.0938 / 0.0938 Ha
Molar mass: 642.09 g mol⁻¹
<S²>: 3.76

```
80
C23H44Cl3N4O3SSiV | OMol25 | ωB97M-V/def2-TZVPD
C -2.82935 0.49065 -3.58155
C -3.12351 -0.23859 -2.30669
H -3.12821 -0.09347 -4.45818
H -1.75904 0.71407 -3.63795
H -3.37016 1.44517 -3.62481
C -3.92024 -1.31394 -2.21861
C -4.52442 -2.00033 -3.39429
H -4.16737 -1.73261 -1.24040
H -3.78070 -2.21836 -4.16865
H -5.32748 -1.42443 -3.87024
H -4.97000 -2.94603 -3.06652
V 1.71717 0.25215 0.03979
Cl 1.08353 2.50533 0.17409
Cl 3.92671 0.28024 -0.64375
C -0.55878 0.76147 2.42207
O -0.05250 0.07412 1.51290
N -0.67561 0.28568 3.67989
C -0.19647 -1.05787 3.94629
C -1.50402 0.93879 4.67643
H -0.93661 1.79511 2.26605
H 0.85047 -1.13469 3.61947
H -0.80188 -1.80241 3.40911
H -0.27764 -1.22451 5.02499
H -1.53465 2.02370 4.48018
H -1.07788 0.75341 5.67209
H -2.53998 0.55395 4.66416
H -0.50465 -2.08719 -2.80572
H -2.27475 -3.70399 -1.16026
C 0.10926 -2.93219 -2.46632
C -1.31569 -4.15758 -0.85621
N -0.20819 -3.23395 -1.07245
H 1.17002 -2.68734 -2.55205
C 0.38795 -2.54288 -0.08584
O 1.38059 -1.80732 -0.27343
H -1.36671 -4.45573 0.19844
H -0.03460 -2.68544 0.93667
H -0.12799 -3.82388 -3.05565
H -1.15745 -5.04864 -1.48251
O -1.12662 -0.31579 -1.28524
C -2.31114 0.25078 -1.09605
C -2.67080 -1.36670 0.82162
C -2.89767 -0.10054 0.28810
H -2.00333 -2.03855 0.26857
C -3.29754 -1.74657 2.00970
H -2.25588 1.36192 -1.17857
C -3.62317 0.84131 1.01323
H -3.15128 -2.75814 2.38902
C -4.09075 -0.83066 2.70097
C -4.25645 0.45926 2.19520
H -3.68956 1.85785 0.60968
H -4.56542 -1.11579 3.63728
H -4.86998 1.18629 2.73171
Si 2.54535 1.28490 -3.55791
Cl 1.08102 0.34484 -2.25492
C 3.68881 -0.13269 -4.01215
C 3.24912 2.79408 -2.70107
C 1.75514 1.89349 -5.16065
H 3.27580 -1.10495 -3.69806
H 4.67662 0.00561 -3.55120
H 3.81723 -0.14646 -5.10862
H 1.51214 1.05184 -5.82440
H 2.50214 2.51792 -5.67496
H 0.85913 2.50639 -4.99567
H 3.02118 2.82760 -1.62891
H 2.84319 3.69757 -3.18311
H 4.33815 2.78618 -2.85223
C 2.55245 2.98012 3.81130
N 2.72345 2.14331 2.64060
C 3.35466 0.95161 2.68393
S 2.71614 -0.54289 2.14611
N 4.59297 0.90737 3.21611
C 5.47908 2.07344 3.14386
H 3.22917 2.66812 4.60582
H 1.51375 2.91797 4.16558
H 2.75312 4.02801 3.54535
H 1.97562 2.27178 1.92233
H 5.03971 -0.00354 3.10204
H 6.46644 1.74589 3.47303
H 5.56031 2.47970 2.12597
H 5.10856 2.84764 3.81605
```